[1]
{
  "formula": "C8H10Br2NO",
  "method": "ωB97M-V with the def2-TZVPD basis set",
  "homo_ev": -12.72,
  "smiles": "C[N@@H+]1C=C[C@H]2O/C(=C/Br)[C@@H](Br)[C@H]21",
  "gap_ev": 9.6,
  "total_charge": 1,
  "e_above_lowest_ev": 1.437,
  "species": ["Br", "Br", "O", "N", "C", "C", "C", "C", "C", "C", "C", "C", "H", "H", "H", "H", "H", "H", "H", "H", "H", "H"],
  "positions_angstrom": [[3.143, -0.565, -0.432], [2.620, -3.885, -0.336], [-0.083, -1.739, 1.925], [0.287, 0.196, -0.644], [-1.091, -0.369, -0.669], [0.248, 1.500, -1.364], [-0.597, -0.481, 1.518], [0.993, -2.074, 1.079], [1.838, -0.777, 1.019], [-1.621, -0.645, 0.478], [0.656, 0.173, 0.761], [1.048, -3.292, 0.559], [-2.572, -1.178, 0.687], [-1.522, -0.612, -1.606], [-0.682, 0.165, 2.483], [2.492, -0.629, 1.803], [1.028, 2.310, -1.100], [0.860, 1.161, 1.003], [0.410, -4.095, 0.834], [-0.671, 1.948, -1.115], [0.283, 1.399, -2.398], [0.878, -0.468, -1.265]]
}

=====

[2]
{
  "formula": "C4H6N",
  "method": "ωB97M-V with the def2-TZVPD basis set",
  "homo_ev": -15.80,
  "smiles": "C=C=[N+]1CC1",
  "gap_ev": 11.1,
  "total_charge": 1,
  "e_above_lowest_ev": 2.252,
  "species": ["N", "C", "C", "C", "C", "H", "H", "H", "H", "H", "H"],
  "positions_angstrom": [[0.139, -0.079, 0.057], [1.453, -0.778, 0.062], [-1.160, -0.081, -0.001], [1.362, 0.714, -0.013], [-2.489, 0.056, 0.011], [1.918, -1.462, 0.878], [1.379, 1.382, 0.803], [1.656, -1.121, -0.959], [-3.051, 0.000, -0.933], [1.709, 1.141, -0.921], [-2.915, 0.229, 1.016]]
}

=====

[3]
{
  "formula": "C5H11N",
  "method": "ωB97M-V with the def2-TZVPD basis set",
  "homo_ev": [-11.96, -11.96],
  "s_squared": 0.76,
  "gap_ev": [7.5, 3.8],
  "spin_multiplicity": 2,
  "total_charge": 1,
  "e_above_lowest_ev": 2.590,
  "species": ["N", "C", "C", "C", "C", "C", "H", "H", "H", "H", "H", "H", "H", "H", "H", "H", "H"],
  "positions_angstrom": [[-1.861, -0.296, 1.666], [-1.825, 0.037, 2.951], [1.123, -0.827, -2.645], [3.185, 0.443, -2.188], [1.866, 0.439, -2.275], [-2.975, 0.433, 3.589], [-0.907, -0.024, 3.526], [0.729, -0.743, -3.661], [-2.637, -0.063, 1.045], [-2.949, 0.540, 4.663], [0.308, -1.011, -1.963], [-3.865, 0.733, 3.048], [3.874, -0.400, -2.272], [-1.050, -0.129, 1.064], [3.886, 1.229, -1.930], [1.813, -1.669, -2.607], [1.285, 1.307, -2.009]]
}

=====

[4]
{
  "formula": "C4H12BrO2S2",
  "method": "ωB97M-V with the def2-TZVPD basis set",
  "homo_ev": -4.21,
  "gap_ev": 7.2,
  "total_charge": -1,
  "e_above_lowest_ev": 2.017,
  "species": ["Br", "S", "S", "O", "O", "C", "C", "C", "C", "H", "H", "H", "H", "H", "H", "H", "H", "H", "H", "H", "H"],
  "positions_angstrom": [[34.418, 33.126, 45.550], [33.969, 34.615, 50.603], [37.403, 36.502, 45.258], [38.585, 36.726, 46.218], [33.506, 35.690, 51.576], [35.681, 35.111, 50.257], [36.981, 38.059, 44.564], [33.349, 35.013, 48.961], [35.907, 36.413, 46.194], [36.232, 38.024, 43.625], [37.675, 38.486, 43.998], [36.227, 34.553, 49.274], [36.183, 34.824, 51.074], [34.999, 37.014, 45.712], [35.632, 36.059, 50.162], [35.815, 35.521, 46.630], [35.989, 36.988, 46.942], [32.411, 34.746, 48.895], [33.378, 36.199, 48.758], [36.602, 38.888, 45.261], [33.767, 34.387, 48.152]]
}

=====

[5]
{
  "formula": "C12H16N2O",
  "method": "ωB97M-V with the def2-TZVPD basis set",
  "homo_ev": -7.87,
  "smiles": "Cc1c[nH]c2ccccc12.CCC(N)=O",
  "gap_ev": 8.5,
  "e_above_lowest_ev": 1.947,
  "species": ["O", "N", "N", "C", "C", "C", "C", "C", "C", "C", "C", "C", "C", "C", "C", "H", "H", "H", "H", "H", "H", "H", "H", "H", "H", "H", "H", "H", "H", "H", "H"],
  "positions_angstrom": [[-1.534, 3.392, -0.040], [-0.565, 2.395, 1.830], [0.021, -0.860, -2.403], [0.552, -3.192, -1.600], [1.566, -1.077, -0.819], [-3.134, 0.886, 2.268], [2.130, 1.500, -0.555], [2.149, -3.197, 0.223], [1.613, 0.293, -1.176], [0.669, 0.307, -2.198], [0.606, -1.775, -1.551], [-2.951, 2.022, 1.171], [1.232, -3.919, -0.674], [-1.582, 2.721, 0.965], [2.313, -1.840, 0.130], [-2.240, 0.661, 2.864], [-0.634, 1.527, 2.345], [0.412, 1.276, -2.643], [2.848, -1.283, 0.886], [2.942, -3.763, 0.711], [-3.712, 2.798, 1.337], [-3.900, 1.402, 2.857], [2.789, 2.103, -1.214], [1.312, 2.093, -0.185], [0.099, -3.625, -2.482], [-0.640, -1.031, -3.140], [0.332, 2.296, 1.366], [2.646, 1.419, 0.415], [-3.248, -0.063, 1.741], [-3.208, 1.515, 0.222], [1.116, -4.981, -0.651]]
}

=====

[6]
{
  "formula": "C33H67N2O5S2",
  "method": "ωB97M-V with the def2-TZVPD basis set",
  "homo_ev": -11.05,
  "gap_ev": 8.2,
  "total_charge": 1,
  "e_above_lowest_ev": 0.000,
  "species": ["S", "S", "O", "O", "O", "O", "O", "N", "N", "C", "C", "C", "C", "C", "C", "C", "C", "C", "C", "C", "C", "C", "C", "C", "C", "C", "C", "C", "C", "C", "C", "C", "C", "C", "C", "C", "C", "C", "C", "C", "C", "C", "H", "H", "H", "H", "H", "H", "H", "H", "H", "H", "H", "H", "H", "H", "H", "H", "H", "H", "H", "H", "H", "H", "H", "H", "H", "H", "H", "H", "H", "H", "H", "H", "H", "H", "H", "H", "H", "H", "H", "H", "H", "H", "H", "H", "H", "H", "H", "H", "H", "H", "H", "H", "H", "H", "H", "H", "H", "H", "H", "H", "H", "H", "H", "H", "H", "H", "H"],
  "positions_angstrom": [[-0.299, 0.273, -4.602], [-2.114, -0.049, -2.318], [-5.350, -2.358, 3.325], [-3.378, 4.822, -6.993], [-7.073, -1.035, 3.526], [-4.404, 5.266, -5.105], [-1.830, -3.387, 0.528], [-2.609, -0.888, 0.817], [0.659, -0.251, -2.176], [-7.869, 0.684, 5.082], [2.915, -1.678, -0.534], [3.212, 2.558, -1.499], [5.066, -2.008, 0.782], [-3.164, -3.143, 0.075], [-3.112, 3.279, -5.078], [0.449, -1.340, -1.205], [-3.074, 0.518, 1.039], [-2.390, 4.107, -7.746], [2.581, 1.377, -2.246], [-2.945, 2.846, -8.372], [-8.214, -0.532, 4.254], [-0.432, -0.020, -3.029], [-3.369, 1.202, -0.288], [-1.489, -2.886, 1.800], [-4.099, -4.334, 0.289], [1.626, -2.300, -1.084], [-6.188, -1.884, 4.059], [7.092, 3.170, 1.134], [1.232, 1.009, -1.639], [4.580, 3.199, 0.574], [-2.090, 1.335, -1.136], [-1.740, -1.369, 1.929], [-6.207, -2.182, 5.534], [5.145, -1.870, 2.307], [3.754, -2.649, 0.291], [8.174, 2.193, 1.590], [-3.731, -1.873, 0.699], [4.105, 2.087, -0.353], [-3.665, 4.537, -5.708], [7.219, -3.195, 2.946], [5.682, 2.716, 1.534], [5.695, -3.130, 2.984], [-4.105, 0.603, -0.834], [-7.146, 0.451, 5.864], [-0.828, -0.773, 1.949], [-2.185, 2.372, -8.993], [-2.154, 2.948, -5.468], [-1.210, 1.254, -0.492], [0.551, 1.843, -1.838], [2.437, 1.608, -3.303], [-4.494, -1.466, 0.036], [-2.008, -3.421, 2.602], [7.140, 3.300, 0.048], [-3.265, 2.128, -7.616], [5.367, -3.153, 4.026], [4.972, 4.015, -0.042], [-3.513, -5.211, 0.561], [4.981, 1.577, -0.773], [1.319, -3.135, -0.445], [2.675, -0.807, 0.088], [-3.805, 3.085, -8.997], [3.785, 3.177, -2.193], [-4.137, -2.002, 1.702], [0.222, -0.924, -0.205], [4.148, -1.650, 2.705], [5.197, -1.029, 0.311], [-7.450, 1.467, 4.450], [2.419, 3.202, -1.094], [-3.838, 2.478, -5.221], [5.791, -1.026, 2.569], [-3.821, 2.175, -0.103], [7.652, -2.338, 3.466], [5.907, -2.621, 0.450], [7.596, -3.187, 1.920], [-1.512, 3.906, -7.131], [-3.056, -2.952, -0.997], [5.469, 3.068, 2.546], [-7.189, -2.112, 5.992], [-3.013, 3.469, -4.012], [-8.928, -0.278, 3.474], [8.225, 1.329, 0.922], [-4.838, -4.142, 1.069], [7.590, -4.103, 3.423], [-0.427, -1.909, -1.511], [3.247, 0.517, -2.184], [3.566, 1.333, 0.235], [-0.423, -3.080, 1.916], [1.329, 0.900, -0.554], [-8.657, -1.328, 4.850], [-4.641, -4.565, -0.628], [-8.769, 1.072, 5.559], [-2.085, 4.812, -8.518], [3.734, 3.605, 1.136], [-3.954, 0.476, 1.683], [-2.087, -0.929, -0.076], [5.674, 1.619, 1.567], [5.277, -4.016, 2.494], [9.160, 2.657, 1.621], [7.295, 4.148, 1.577], [3.163, -3.008, 1.142], [7.945, 1.808, 2.588], [3.967, -3.524, -0.332], [1.822, -2.714, -2.076], [-5.814, -3.183, 5.682], [-2.295, -1.160, 2.846], [-5.543, -1.474, 6.032], [-2.287, 1.048, 1.577], [3.529, -1.338, -1.369], [-2.026, 2.289, -1.657]]
}

=====

[7]
{
  "formula": "C4H5BrO3S",
  "method": "ωB97M-V with the def2-TZVPD basis set",
  "homo_ev": -9.69,
  "gap_ev": 9.6,
  "e_above_lowest_ev": 0.000,
  "species": ["Br", "S", "O", "O", "O", "C", "C", "C", "C", "H", "H", "H", "H", "H"],
  "positions_angstrom": [[-2.027, -1.490, -0.239], [-0.799, 1.193, -0.066], [1.010, -0.837, 2.154], [-2.048, 1.509, -0.642], [-0.134, 2.199, 0.710], [-0.976, -0.580, 1.012], [1.163, -0.576, -0.238], [0.432, 0.294, -1.355], [0.493, -0.698, 1.059], [1.480, -1.480, -0.758], [2.072, -0.028, 0.039], [-1.499, -0.358, 1.921], [0.909, 1.201, -1.504], [-0.077, -0.349, -2.094]]
}